(1)
This record from the Open Molecules 2025 dataset describes 2 unconnected molecules or ions with the total composition C4H8O2 in a non-equilibrium geometry. The level of theory is ωB97M-V with the def2-TZVPD basis set.

Geometry as XYZ:
```
14
Properties=species:S:1:pos:R:3:forces:R:3
O -0.4099 -1.5314 1.3585 0.2 0.0 0.4
C -0.1843 -1.5726 -0.0218 0.0 0.1 -0.2
C -0.7521 -0.3677 -0.6892 -0.3 0.3 0.8
C -0.0602 1.3049 0.5127 -0.3 -0.6 -0.9
C 1.1728 1.3434 -0.2589 0.3 -0.1 -0.6
O 1.2805 0.7185 -1.2969 1.1 0.7 -0.1
H -0.1806 -0.6166 1.5971 -0.1 -0.2 0.2
H -0.6992 -2.4626 -0.4163 0.0 0.1 0.1
H 0.8826 -1.6868 -0.2804 -0.2 0.1 0.1
H -1.7742 -0.1232 -0.4624 -0.4 -0.4 0.2
H -0.5738 -0.3718 -1.7818 0.2 0.7 0.9
H -0.8916 1.8367 0.0713 0.1 0.5 -0.3
H 0.0547 1.6995 1.5627 -0.3 -1.2 -0.7
H 2.0546 1.8993 0.1018 -0.1 0.1 0.2
```
Positions in Å, forces in eV/Å.

- E_HOMO (eV) = -9.614
- energy (eV) = -8368.8683
- orbital gap (Eh) = 0.3542
- LUMO energy (eV) = 0.024
- relative energy (zero: lowest compared OMol25 entry of this formula, charge and spin) (kcal per mole) = 101.8

(2)
This record from the Open Molecules 2025 dataset describes 12 unconnected molecules or ions with the total composition C2H27O12 in a non-equilibrium geometry. The level of theory is ωB97M-V with the def2-TZVPD basis set.

Geometry as XYZ:
```
41
Properties=species:S:1:pos:R:3:forces:R:3
C -0.3767 -1.0725 -0.1243 -0.3 0.5 -0.2
C -1.1237 -0.4105 -1.2603 1.9 2.1 -1.0
O -1.1277 0.9995 -1.2363 0.5 -0.5 1.0
H -0.7707 -0.8565 0.8677 -0.4 0.0 0.0
H 0.6323 -0.7955 -0.0813 1.6 0.5 -0.1
H -0.3727 -2.1095 -0.2843 -0.2 -1.7 0.0
H -2.0877 -0.6955 -1.1373 -3.5 -1.5 -0.1
H -0.8317 -0.7375 -2.2903 0.2 -0.2 0.8
O 0.8913 0.9565 -2.8653 1.3 0.7 -1.8
H 1.2953 0.1055 -2.7033 0.2 -0.2 0.3
H 0.1963 1.1745 -2.2513 -1.1 -0.2 0.8
O -0.5687 -0.7835 3.7087 0.0 0.1 0.4
H -0.1087 -1.3945 3.1247 0.2 -0.5 -0.3
H -1.4757 -1.0595 3.6357 -0.7 0.1 0.1
O 1.6563 0.4875 2.6517 0.9 -1.0 1.1
H 1.1073 0.9905 2.0387 -0.5 0.5 -0.8
H 0.9923 0.1555 3.2707 -0.1 0.7 0.4
O 2.4533 0.6645 -0.6093 2.1 -0.5 -0.9
H 1.5613 0.9485 -0.6583 -1.2 0.5 0.4
H 2.7923 0.4975 0.2617 -0.5 0.1 0.8
O -2.6067 3.1295 -0.2623 -0.4 1.4 0.4
H -2.1017 2.3245 -0.3693 0.4 -1.0 -0.5
H -2.1227 3.6465 0.3887 0.0 0.0 -0.1
O 1.3443 -2.1515 2.3407 0.3 -1.0 0.8
H 1.8283 -2.6425 3.0347 -0.4 0.3 -0.6
H 1.5893 -1.2175 2.4987 0.6 0.5 -0.7
O 2.2163 -1.5845 -2.5903 0.1 0.0 0.6
H 1.3653 -1.9555 -2.7713 -0.9 -0.4 -0.9
H 2.1883 -1.6955 -1.6223 0.9 0.2 -0.1
O 2.6483 -2.8125 -0.1103 -0.7 1.3 0.6
H 1.9573 -2.7285 0.5797 0.5 0.1 -0.1
H 2.8323 -3.7275 -0.1893 0.2 -1.3 -0.2
O -2.1637 2.3965 -3.3483 0.6 -1.4 -1.4
H -2.5887 3.2055 -3.1783 -0.7 1.3 0.8
H -1.8997 1.9505 -2.5273 0.1 0.0 0.4
O 0.0023 1.6415 1.0777 -0.6 0.0 -0.1
H 0.1593 2.3725 0.4787 0.2 0.4 -0.1
H -0.5307 1.0755 0.4527 0.2 0.5 -0.2
O -3.2937 0.5985 0.6777 -1.9 -0.8 0.1
H -2.7907 0.0815 0.0487 0.5 0.4 0.2
H -2.7657 1.0275 1.3327 0.9 0.2 0.1
```
Positions in Å, forces in eV/Å.

- E_HOMO (eV) = -5.460
- energy (eV) = -27083.6928
- orbital gap (Eh) = 0.2858
- LUMO energy (eV) = 2.316
- relative energy (zero: lowest compared OMol25 entry of this formula, charge and spin) (kcal per mole) = 43.0
- net charge = -1

(3)
This record from the Open Molecules 2025 dataset describes a single C21H29FN4O3 molecule in a non-equilibrium geometry. The level of theory is ωB97M-V with the def2-TZVPD basis set.

Geometry as XYZ:
```
58
Properties=species:S:1:pos:R:3:forces:R:3
C 6.9294 2.2466 -0.7244 -0.2 0.0 0.1
C 5.4495 2.0653 -0.4128 0.2 -0.1 -0.3
C 4.6233 1.8556 -1.6788 -0.2 0.0 0.4
C 3.1467 1.6191 -1.3563 0.2 0.0 -0.2
N 2.9515 0.4950 -0.4516 0.0 0.1 0.0
C 1.7099 0.6060 0.3028 0.0 -0.1 0.2
C 1.5749 -0.4554 1.3931 -0.2 0.2 -0.1
C 0.3878 -0.1963 2.3239 0.2 0.0 0.0
C 0.5763 1.0172 3.2267 -0.1 -0.2 -0.1
H 0.6066 1.9388 2.6513 0.0 0.1 0.0
H 1.5029 0.9332 3.7912 0.1 0.0 0.1
H -0.2495 1.0892 3.9306 0.0 0.1 0.1
H -0.5236 -0.0746 1.7355 -0.1 -0.1 0.0
H 0.2529 -1.0787 2.9541 -0.1 0.0 0.0
H 2.4992 -0.4775 1.9744 0.1 -0.1 0.0
H 1.4356 -1.4366 0.9354 0.1 -0.1 0.0
H 1.7332 1.5888 0.7782 -0.1 0.0 -0.1
H 0.8194 0.5747 -0.3481 0.0 0.1 0.1
C 3.1518 -0.7938 -1.1013 -0.3 0.0 0.2
C 2.0968 -1.1362 -2.1073 0.7 0.3 -0.7
C 2.0741 -1.0408 -3.4746 0.1 -0.1 0.7
C 0.7739 -1.4017 -3.8808 -0.7 -0.3 0.7
C 0.0803 -1.6862 -2.7306 0.5 0.2 -1.2
C -1.3223 -2.0211 -2.5161 -0.4 -0.2 0.5
O -2.1425 -2.2077 -3.4008 0.1 0.1 -0.1
N -1.6542 -2.1563 -1.1997 -0.1 0.2 0.4
H -1.0960 -1.7590 -0.4526 -0.1 -0.1 -0.2
N -3.0080 -2.2806 -0.8674 0.2 -0.3 -0.6
C -3.4816 -1.4005 0.0917 0.0 -0.3 -0.3
O -2.7182 -0.7558 0.7797 0.1 0.2 0.2
N -4.8434 -1.4389 0.2052 0.0 -0.3 -0.4
C -5.6521 -0.7819 1.1362 -0.2 0.3 0.3
C -7.0287 -0.9915 1.0617 0.2 0.0 0.0
C -7.8841 -0.3683 1.9486 0.0 0.2 0.2
C -7.3506 0.4681 2.9124 0.1 0.0 -0.1
C -5.9895 0.6909 3.0055 -0.4 0.0 0.0
C -5.1378 0.0647 2.1151 0.1 -0.1 -0.1
H -4.0752 0.2272 2.1741 0.0 0.0 0.0
H -5.6048 1.3487 3.7682 0.0 0.1 0.1
F -8.1825 1.0805 3.7827 0.0 0.0 0.0
H -8.9499 -0.5237 1.8999 -0.1 0.0 0.0
H -7.4319 -1.6478 0.3039 -0.1 -0.1 -0.1
H -5.3374 -2.0433 -0.4361 0.1 0.1 0.1
H -3.5372 -2.4817 -1.7132 0.0 0.1 0.2
O 0.8905 -1.5239 -1.6554 -0.2 -0.1 0.3
H 0.3845 -1.4442 -4.8767 -0.2 0.0 -0.2
H 2.8890 -0.7544 -4.1076 0.2 0.1 -0.1
H 4.1211 -0.7762 -1.5998 -0.1 -0.1 0.0
H 3.1803 -1.5622 -0.3262 0.1 0.0 -0.1
H 2.5789 1.4960 -2.2943 -0.1 0.1 0.1
H 2.7645 2.5119 -0.8559 -0.1 0.0 0.0
H 4.6946 2.7389 -2.3175 0.0 0.0 -0.1
H 5.0306 1.0145 -2.2424 0.1 0.0 -0.1
H 5.0778 2.9458 0.1149 -0.1 0.0 0.1
H 5.3088 1.2037 0.2408 0.0 0.1 0.1
H 7.3257 1.3672 -1.2278 0.1 -0.1 -0.1
H 7.4969 2.4017 0.1901 0.1 0.0 0.0
H 7.0818 3.1075 -1.3722 0.1 0.1 -0.1
```
Positions in Å, forces in eV/Å.

- E_HOMO (eV) = -8.414
- energy (eV) = -37068.0722
- orbital gap (Eh) = 0.3318
- LUMO energy (eV) = 0.615
- relative energy (zero: lowest compared OMol25 entry of this formula, charge and spin) (kcal per mole) = 0.6
- SMILES string = CCCCN(CCCC)Cc1ccc(C(=O)NNC(=O)Nc2ccc(F)cc2)o1

(4)
This record from the Open Molecules 2025 dataset describes 3 unconnected molecules or ions with the total composition C29H57FN4O6 in a non-equilibrium geometry. The level of theory is ωB97M-V with the def2-TZVPD basis set.

Geometry as XYZ:
```
97
Properties=species:S:1:pos:R:3:forces:R:3
C 2.6410 -0.9858 -0.6123 -0.8 0.1 1.2
C 2.8551 0.5296 -0.0821 0.8 -0.5 0.4
C 3.5996 1.4954 -1.1297 0.1 -0.8 -0.2
C 2.6477 2.1542 -2.2412 -0.2 0.5 0.8
C 1.4296 3.0480 -1.6065 0.1 -0.3 -1.3
C 0.1259 2.6778 -2.5179 0.8 0.2 0.6
C -1.2162 3.4298 -2.0451 -0.4 -1.5 0.4
C -2.0264 2.4166 -1.0565 0.3 0.4 -1.1
N -2.1097 2.8712 0.2720 -0.3 -2.2 -2.9
N -2.7198 2.0709 1.1427 -0.4 -3.1 -3.3
C -2.8239 2.5260 2.5839 0.7 3.5 8.2
O -3.9401 2.3154 3.1578 2.4 -0.5 -3.3
O -1.8139 3.1673 3.2574 -3.6 -3.4 -5.3
C -3.2514 0.8228 0.7191 -0.6 -1.2 -0.5
C -3.2880 0.1926 -0.6951 2.2 4.4 -0.8
C -3.9205 -1.2285 -1.0812 0.3 -0.1 1.5
C -2.9453 -2.3697 -0.4331 0.8 1.3 0.0
F -3.4360 -2.8330 0.8475 0.5 0.6 -2.3
C -2.5609 1.1321 -1.7588 -1.6 -0.6 4.6
C -2.4343 0.7506 -3.3001 0.5 0.3 0.0
C -1.3933 -0.4746 -3.5533 0.6 0.6 -1.0
C -1.9490 -1.3938 -4.7499 0.1 0.8 -0.1
H 2.1383 -1.0503 -1.6389 1.0 0.1 1.3
H 3.6115 -1.6073 -0.5342 -1.5 1.2 -0.5
H 1.9066 -1.4837 0.1376 1.2 0.7 -1.3
H 1.8753 0.9683 0.3495 1.5 -0.7 -1.0
H 3.5641 0.4368 0.8332 -1.2 0.2 -1.4
H 4.3683 0.8353 -1.6987 -1.1 1.1 0.9
H 4.2062 2.2666 -0.5439 -1.2 -0.9 -1.1
H 2.1797 1.3395 -2.9190 0.9 1.2 1.1
H 3.2616 2.8675 -2.8955 -0.8 -1.2 0.8
H 1.7201 4.1645 -1.7211 -0.7 -1.8 0.3
H 1.2413 2.8217 -0.5027 0.2 0.3 -1.6
H 0.0478 1.5222 -2.4505 -0.2 2.0 -0.1
H 0.3668 2.9342 -3.6101 -0.3 -0.3 1.5
H -1.9165 3.6002 -2.9448 1.2 0.1 1.4
H -0.9250 4.3970 -1.5091 -0.8 -1.4 -0.8
H -3.7286 0.1838 1.5579 0.9 1.5 -1.3
H -4.9779 -1.3306 -0.6226 1.8 0.2 -0.7
H -4.0072 -1.3975 -2.2085 0.3 0.6 1.6
H -2.7016 -3.2095 -1.1711 -0.9 0.8 1.4
H -1.9411 -1.8376 -0.2147 -1.6 -1.0 -0.2
H -3.4387 0.4618 -3.7977 1.4 0.5 1.3
H -2.0451 1.6542 -3.9087 -0.7 -1.4 1.2
H -0.4236 0.0221 -3.9531 -1.5 -1.0 0.9
H -1.1129 -1.0385 -2.5987 -0.6 0.7 -1.3
H -2.0451 -0.6981 -5.6738 0.1 -1.2 1.5
H -1.2360 -2.2536 -5.0441 -1.3 1.3 0.7
H -3.0051 -1.7473 -4.4873 1.5 0.1 -0.5
C 7.3755 7.9483 1.7701 0.0 0.0 -0.3
O 8.2302 7.3645 0.7980 0.0 0.0 0.5
C 9.2250 6.5035 1.3527 0.1 -0.4 -0.5
C 8.9234 5.0370 1.0286 -0.3 0.4 0.3
N 7.7509 4.5578 1.7586 0.0 0.0 -0.2
C 7.2247 3.2785 1.2760 -0.1 0.2 0.0
C 6.7440 3.2015 -0.1832 -0.1 -0.3 0.3
O 5.5619 3.9509 -0.4515 0.6 0.1 -0.1
C 5.7781 5.3361 -0.6762 -0.4 -0.1 0.0
H 6.8027 8.7393 1.2837 0.1 -0.1 0.0
H 6.6694 7.2128 2.1646 0.0 0.0 0.2
H 7.9493 8.3895 2.5900 0.0 -0.1 0.0
H 9.3497 6.6575 2.4294 -0.2 0.0 0.0
H 10.1702 6.7730 0.8732 0.0 0.0 0.0
H 9.7894 4.4259 1.2960 0.0 0.0 0.0
H 8.7761 4.9695 -0.0548 0.2 0.0 -0.1
H 7.0112 5.2474 1.6875 0.1 -0.1 0.0
H 6.3751 3.0303 1.9201 0.0 -0.1 -0.1
H 7.9820 2.5037 1.4438 0.0 0.1 -0.1
H 6.4775 2.1568 -0.3765 0.0 0.1 0.0
H 7.5316 3.4443 -0.9045 0.0 0.2 0.0
H 6.7271 5.5344 -1.1802 0.0 0.0 0.1
H 5.7193 5.8812 0.2664 0.2 0.2 0.0
H 4.9689 5.7068 -1.3108 0.0 -0.1 0.0
C -5.8557 -7.9548 -0.4521 0.2 -0.1 0.2
O -4.9044 -7.2855 0.3617 -0.3 0.1 -0.4
C -5.0772 -5.8683 0.3980 0.3 0.1 0.6
C -5.6050 -5.4170 1.7648 -0.2 -0.4 -0.4
N -6.9902 -5.8390 1.9681 0.2 0.0 0.1
C -7.4584 -5.7159 3.3513 0.0 -0.2 -0.1
C -6.7193 -6.5177 4.4363 -0.4 0.1 0.2
O -6.9024 -7.9278 4.3501 0.3 0.3 -0.1
C -6.0634 -8.5771 3.4076 -0.3 -0.2 0.2
H -5.5184 -8.9835 -0.5881 0.1 0.1 0.1
H -6.8361 -7.9811 0.0308 -0.1 0.0 -0.2
H -5.9385 -7.4838 -1.4360 -0.1 0.0 0.0
H -5.7154 -5.5087 -0.4161 -0.1 -0.2 0.1
H -4.0854 -5.4313 0.2517 0.0 0.0 0.0
H -5.5462 -4.3277 1.8301 0.0 0.0 0.0
H -4.9407 -5.8432 2.5242 0.2 0.1 0.0
H -7.0855 -6.8094 1.6906 0.0 0.1 0.0
H -8.5045 -6.0379 3.3539 0.1 0.0 0.1
H -7.4563 -4.6551 3.6276 0.1 -0.1 0.0
H -7.1519 -6.2257 5.3988 0.0 -0.1 -0.1
H -5.6553 -6.2659 4.5013 0.0 -0.1 -0.2
H -5.0802 -8.1065 3.3294 -0.1 0.1 -0.1
H -6.5533 -8.6137 2.4337 0.2 0.0 -0.2
H -5.9233 -9.6108 3.7342 0.0 0.1 0.1
```
Positions in Å, forces in eV/Å.

- E_HOMO (eV) = -8.208
- energy (eV) = -51949.5685
- orbital gap (Eh) = 0.2400
- LUMO energy (eV) = -1.676
- relative energy (zero: lowest compared OMol25 entry of this formula, charge and spin) (kcal per mole) = 148.4

(5)
This record from the Open Molecules 2025 dataset describes a single C5H7OP molecule in a non-equilibrium geometry. The level of theory is ωB97M-V with the def2-TZVPD basis set.

Geometry as XYZ:
```
14
Properties=species:S:1:pos:R:3:forces:R:3
C 1.7248 -0.3121 0.1005 -3.1 -3.0 -0.1
C -0.9315 -0.6621 -0.0549 1.8 2.4 -0.9
C 1.6519 1.0429 -0.2444 0.9 3.0 -2.2
C 0.3254 1.7133 0.0695 -0.5 -0.8 1.1
C -1.5030 -1.9555 -0.3033 1.9 -0.3 2.6
O 2.3404 -1.2354 0.4091 0.8 0.1 0.0
P -1.2760 0.8600 -0.5199 0.4 0.2 0.3
H 2.5054 1.3981 0.3396 -0.1 0.7 0.3
H 1.9644 1.3377 -1.2983 -0.3 -1.2 0.9
H 0.3241 1.6370 1.1577 -0.7 0.6 0.1
H 0.1735 2.7246 -0.2550 0.8 0.7 -0.1
H -2.5308 -2.0885 -0.2712 -2.2 0.1 0.1
H -1.0378 -2.4485 0.5758 -0.5 -1.3 -0.9
H -1.1383 -2.2388 -1.2430 0.7 -1.2 -1.2
```
Positions in Å, forces in eV/Å.

- E_HOMO (spin up / spin down) (eV) = -7.183 / -6.913
- energy (eV) = -16629.5615
- orbital gap (spin up / spin down) (Eh) = 0.2776 / 0.2627
- LUMO energy (spin up / spin down) (eV) = 0.372 / 0.236
- relative energy (zero: lowest compared OMol25 entry of this formula, charge and spin) (kcal per mole) = 101.3

(6)
This record from the Open Molecules 2025 dataset describes a molecular structure, C35H28N8O7STl. The level of theory is ωB97M-V with the def2-TZVPD basis set.

Geometry as XYZ:
```
80
Properties=species:S:1:pos:R:3:forces:R:3
Tl -0.5188 -0.4795 0.0109 0.3 -0.1 0.2
O 2.0783 -2.0684 -3.9753 0.0 0.1 0.0
C 1.5270 -1.4589 -3.0482 0.1 0.0 0.0
O 0.2948 -1.2433 -2.8842 -0.2 -0.1 0.1
C 2.4731 -0.8216 -2.0096 0.0 0.0 -0.1
C 3.7400 -0.4019 -2.3996 0.0 -0.1 0.0
C 4.5624 0.2012 -1.4602 0.0 0.0 0.0
C 4.1232 0.3177 -0.1523 -0.1 0.0 0.1
C 2.8582 -0.1630 0.1673 0.0 0.0 0.1
N 2.0505 -0.6816 -0.7538 -0.1 0.0 -0.1
C 2.3333 -0.1111 1.6157 0.2 0.1 0.0
O 3.0076 0.5464 2.4216 0.0 0.0 0.0
O 1.2612 -0.7331 1.8296 -0.2 0.0 0.0
H 4.0505 -0.5662 -3.4221 0.0 0.0 0.0
H 5.5448 0.5609 -1.7441 0.0 0.0 0.0
H 4.7158 0.7591 0.6360 0.0 0.0 0.0
O 2.2850 5.0203 4.9919 -0.1 0.0 0.1
N 1.8881 3.9953 5.5147 0.0 -0.2 -0.2
O 2.0922 3.7000 6.6759 0.0 0.0 0.0
C 1.0875 3.0574 4.6945 0.0 0.1 0.2
C 0.2273 2.2811 5.3860 -0.1 0.0 -0.2
C -0.6694 1.4130 4.6899 0.1 0.0 0.1
C -1.6081 0.6116 5.3634 0.0 0.0 -0.1
C -2.4632 -0.1654 4.6299 0.1 0.0 0.0
C -2.3604 -0.1274 3.2283 0.0 0.0 0.0
N -1.4837 0.6000 2.5822 0.0 0.1 0.0
C -0.6384 1.3652 3.2910 0.0 0.1 0.0
C 0.3264 2.1768 2.5663 0.0 -0.2 0.0
N 0.3521 2.0292 1.2315 -0.1 0.1 -0.1
C 1.2469 2.6974 0.5470 0.1 0.1 0.0
C 2.1888 3.5467 1.1417 0.0 -0.1 0.1
C 2.1741 3.7135 2.4986 0.0 0.0 -0.1
C 1.2053 3.0293 3.2577 0.0 0.0 0.1
H 0.1922 2.3435 6.4639 0.0 0.0 0.0
H -1.6463 0.6273 6.4458 0.0 0.0 0.0
H -3.2056 -0.7938 5.1012 0.0 0.0 0.0
H -3.0332 -0.7145 2.6122 0.0 0.0 0.0
H 1.2243 2.5453 -0.5225 0.0 0.0 -0.1
H 2.9372 4.0314 0.5305 0.0 0.0 0.0
H 2.9018 4.3420 2.9830 0.0 0.0 0.0
N -2.5513 -1.1816 -2.6576 0.2 0.0 -0.4
C -3.6416 -1.8803 -2.3486 0.2 -0.1 -0.1
N -3.8502 -3.0497 -3.0276 -0.1 0.2 0.0
N -4.5274 -1.5406 -1.4428 -0.1 -0.2 0.1
C -4.2031 -0.5211 -0.6610 -0.2 0.0 -0.1
N -3.9770 0.3598 0.0542 0.0 0.2 0.2
H -1.7622 -1.5551 -3.1719 0.2 -0.2 0.1
H -2.3049 -0.3665 -2.1245 -0.2 0.1 0.2
H -3.4456 -3.1385 -3.9437 0.0 0.0 0.0
H -4.7708 -3.4340 -2.9033 0.0 0.0 0.0
O -0.1141 1.7131 -2.0447 0.1 0.0 -0.2
S -0.5718 1.4049 -3.4362 -0.1 0.0 0.3
C 0.8291 1.3925 -4.5810 0.2 0.0 -0.1
C 1.7522 2.5757 -4.5739 -0.1 -0.1 -0.1
C 2.3879 2.9996 -3.4102 0.0 -0.1 -0.1
C 3.2615 4.0741 -3.4449 0.0 0.0 0.1
C 3.5236 4.7336 -4.6370 0.0 0.0 0.0
C 2.9063 4.3089 -5.8030 0.0 0.0 0.0
C 2.0268 3.2368 -5.7682 -0.1 0.1 0.1
C -1.3099 2.9657 -3.9921 0.0 0.2 -0.2
C -2.5127 3.2624 -3.1512 0.1 0.0 0.0
C -2.3959 4.0415 -2.0076 0.0 0.0 0.0
C -3.4955 4.2581 -1.1929 0.0 0.0 0.0
C -4.7206 3.6953 -1.5121 0.0 0.0 0.0
C -4.8436 2.9109 -2.6487 0.0 0.0 0.0
C -3.7434 2.6932 -3.4604 0.0 0.0 -0.1
H 0.3477 1.2776 -5.5558 0.0 0.0 0.0
H 1.3627 0.4631 -4.3870 -0.1 0.0 0.1
H 2.1993 2.4710 -2.4905 0.0 -0.1 0.1
H 3.7496 4.3908 -2.5320 0.0 0.0 0.0
H 4.2126 5.5676 -4.6581 0.0 0.0 0.0
H 3.1073 4.8096 -6.7417 0.0 0.0 0.0
H 1.5402 2.9083 -6.6790 0.0 0.0 0.0
H -1.5845 2.8386 -5.0418 0.0 0.0 0.0
H -0.5449 3.7382 -3.9050 0.0 0.0 0.0
H -1.4312 4.4551 -1.7428 0.0 0.0 0.0
H -3.3865 4.8475 -0.2924 0.0 0.0 0.0
H -5.5703 3.8412 -0.8597 0.0 0.0 0.0
H -5.7913 2.4476 -2.8891 0.0 0.0 0.0
H -3.8353 2.0655 -4.3399 0.0 0.0 0.0
```
Positions in Å, forces in eV/Å.

- E_HOMO (eV) = -5.507
- energy (eV) = -78533.9450
- orbital gap (Eh) = 0.2580
- LUMO energy (eV) = 1.513
- relative energy (zero: lowest compared OMol25 entry of this formula, charge and spin) (kcal per mole) = 15.0
- net charge = -1